This record from the Open Molecules 2025 dataset describes one molecule with the formula C4H2ClN3O at a distorted geometry. The level of theory is wB97M-V/def2-TZVPD.

XYZ file:
```
11
C4H2ClN3O (wB97M-V/def2-TZVPD)
Cl 1.584 0.977 2.418
O 0.667 3.281 -0.062
N 0.385 -0.905 0.980
N 0.167 2.294 -0.549
N -0.720 0.236 -1.360
C -0.190 -1.631 0.077
C -0.749 -1.025 -1.074
C -0.157 1.168 -0.662
C 0.453 -0.040 1.816
H -0.192 -2.699 0.215
H -1.248 -1.657 -1.800
```

Output
M: 143.53 u
HOMO-LUMO gap (spin up / spin down): 0.2498 / 0.2500 hartree
LUMO (spin up / spin down): -1.24 / -1.24 eV
Energy relative to the best compared isomer or geometry (same formula, charge and spin): 89.9 kcal/mol
Calculated total energy: -853.1059 a.u.

This record from the Open Molecules 2025 dataset describes C45H37EuF9N3O2PS as an isolated structure at a distorted geometry. The level of theory is wB97M-V/def2-TZVPD.

XYZ file:
```
99
C45H37EuF9N3O2PS (wB97M-V/def2-TZVPD)
Eu 1.482 1.792 1.004
S 2.830 -1.184 -0.377
P -2.126 -0.217 -0.933
F -2.715 0.528 5.567
F -3.721 -6.529 -2.557
F -1.748 -6.528 -3.507
F -3.899 -1.298 5.644
F -6.591 2.578 -4.852
F -8.002 2.435 -3.118
F -1.694 -1.400 5.769
F -7.676 0.698 -4.412
F -1.911 -6.956 -1.325
O 3.120 2.633 -0.411
O 1.494 -0.425 0.013
N 3.749 2.382 1.807
N 5.145 3.527 0.220
N 4.515 2.080 4.026
C -1.700 -3.766 -2.991
C -4.837 -0.355 -1.561
C -4.760 2.095 -2.851
C -5.985 0.117 -2.154
C 3.298 -2.575 -2.805
C -3.567 0.040 1.521
C -0.980 2.920 1.186
C -0.240 3.815 0.401
C 2.445 -0.348 -2.895
C -3.573 1.593 -2.254
C 5.823 3.475 2.521
C -1.390 -0.899 1.624
C 1.788 5.662 3.151
C 2.397 -0.318 -4.283
C 5.268 4.040 -1.161
C -2.204 -2.011 -1.342
C 0.890 4.671 2.466
C 3.962 2.865 0.531
C 0.133 3.766 3.266
C -7.041 1.741 -3.812
C -3.699 -0.172 2.876
C -1.557 -1.276 2.951
C 0.708 4.672 1.079
C -2.697 -0.826 3.645
C -1.619 -2.459 -2.539
C -2.796 -2.921 -0.481
C 1.321 -3.441 -0.014
C 2.533 -2.847 0.197
C 2.899 -1.381 -2.173
C 3.539 -3.400 1.010
C -2.368 -0.268 0.847
C 4.700 2.609 2.780
C 2.789 -1.477 -4.959
C 6.027 3.867 1.213
C 1.946 -5.164 1.645
C -2.348 -4.681 -2.101
C -2.854 -4.231 -0.857
C 3.248 -4.617 1.678
C -2.435 -6.164 -2.362
C -5.945 1.281 -2.949
C -3.630 0.329 -1.640
C -0.722 2.896 2.602
C 1.007 -4.538 0.803
C 3.075 -2.645 -4.222
C -2.743 -0.768 5.146
H -3.276 -2.721 0.512
H 4.098 -5.160 2.025
H 4.912 3.221 -1.863
H 5.233 2.356 4.724
H -6.921 -0.461 -2.029
H 0.001 -4.902 0.616
H 3.220 -3.607 -4.697
H -4.805 -1.316 -1.140
H 2.748 5.190 3.454
H 1.981 6.494 2.401
H 2.025 0.544 -4.823
H 0.586 -2.985 -0.635
H -0.931 -1.716 -3.033
H -0.465 -1.137 1.097
H 6.921 4.274 0.821
H 2.847 -1.526 -6.006
H 6.566 3.734 3.274
H -3.443 -4.914 -0.227
H 2.014 0.555 -2.439
H 6.332 4.263 -1.318
H -4.364 0.525 0.912
H 3.974 1.282 4.211
H 4.505 -2.936 0.970
H 3.830 -3.368 -2.309
H 1.282 6.083 3.996
H 0.325 3.653 4.366
H -1.119 2.033 3.154
H -0.181 3.791 -0.725
H -2.600 2.151 -2.316
H -1.709 2.268 0.791
H -0.836 -1.959 3.396
H 1.342 5.237 0.389
H -4.662 0.062 3.414
H -1.346 -4.034 -3.938
H -4.733 3.073 -3.291
H 1.673 -5.984 2.254
H 4.617 4.915 -1.282
```

Output
M: 1037.80 u
⟨S²⟩: 15.760
HOMO-LUMO gap (spin up / spin down): 0.2597 / 0.2601 hartree
Spin multiplicity: 8
LUMO (spin up / spin down): -5.72 / -5.71 eV
Energy relative to the best compared isomer or geometry (same formula, charge and spin): 59.1 kcal/mol
Net charge: +2
Calculated total energy: -4399.9839 a.u.

This record from the Open Molecules 2025 dataset describes C26H34N3O6Pd as an isolated structure. The level of theory is wB97M-V/def2-TZVPD.

XYZ file:
```
70
C26H34N3O6Pd (wB97M-V/def2-TZVPD)
Pd -1.347 -1.897 -0.003
O -1.951 -2.863 1.995
O 2.309 -0.140 -1.234
O 1.056 2.954 -0.317
O -2.070 3.144 1.961
O -2.314 -3.648 -1.022
O -0.410 -1.995 -2.091
N 1.784 0.929 1.405
N 0.428 -0.808 0.681
N -0.549 1.242 1.230
C 0.543 0.417 1.025
C 1.575 -1.620 0.437
C -3.648 -4.158 -0.861
C 3.372 2.382 2.412
C 1.945 3.265 0.598
C -2.816 4.296 2.452
C 3.582 4.663 1.642
C 2.501 -1.305 -0.571
C -3.779 -0.127 0.191
C -0.332 -3.414 -2.300
C 3.637 -3.381 -0.107
C -2.422 -0.133 0.383
C 0.607 3.945 -1.280
C 2.316 2.181 1.494
C -0.860 -1.258 -3.237
C -1.869 1.024 0.991
C 3.114 0.095 -2.398
C 2.715 -3.696 0.886
C -2.724 2.137 1.409
C 2.588 4.505 0.713
C -4.609 0.959 0.590
C 3.985 3.594 2.496
C -1.698 -4.057 -2.252
C -4.095 2.078 1.203
C 3.534 -2.202 -0.832
C 1.680 -2.819 1.143
H 0.163 -3.630 -3.249
H 4.160 0.238 -2.127
H 0.394 4.892 -0.790
H -2.335 -3.752 -3.087
H -3.621 -5.244 -0.764
H 3.021 -0.733 -3.102
H 1.377 4.059 -2.040
H -2.689 -2.508 2.506
H -0.301 3.534 -1.708
H -3.513 3.969 3.220
H -4.741 2.887 1.506
H -0.229 -1.498 -4.093
H -1.599 -5.145 -2.275
H 4.775 3.757 3.216
H -1.902 -1.480 -3.473
H -0.761 -0.205 -2.991
H 0.300 -3.795 -1.492
H -4.264 -0.973 -0.284
H 4.089 5.616 1.717
H 4.261 -1.986 -1.600
H 2.809 -4.613 1.450
H 4.451 -4.059 -0.323
H -0.358 2.130 1.681
H -4.259 -3.879 -1.720
H 2.341 5.319 0.048
H 3.661 1.568 3.065
H -4.057 -3.720 0.046
H 2.398 0.178 1.716
H -2.070 4.960 2.873
H -3.330 4.772 1.619
H -5.676 0.898 0.414
H -1.946 -3.817 2.146
H 2.725 1.002 -2.849
H 0.946 -3.031 1.913
```

Output
M: 590.99 u
⟨S²⟩: 6.049
HOMO-LUMO gap (spin up / spin down): 0.2928 / 0.1798 hartree
Spin multiplicity: 5
LUMO (spin up / spin down): -8.00 / -11.32 eV
Net charge: +3
Calculated total energy: -1753.6487 a.u.